# 1
ORCA calculation (ωB97M-V/def2-TZVPD) on the molecule C4H3NO3 at a distorted geometry.

- electronic energy (a.u.) = -434.5199
- LUMO level (eV) = -1.27
- orbital gap (eV) = 8.22
- net charge = 0

Geometry (Å):
O: 1.22684 1.95202 0.00830
C: 0.98381 0.79803 -0.20959
C: 1.93356 -0.37441 -0.07162
N: 1.40741 -1.66603 0.12231
O: -0.06497 -1.34930 -0.27016
C: -0.28257 0.07064 -0.15510
C: -1.53167 0.51965 -0.13111
O: -2.75959 -0.05604 0.07599
H: 3.12178 -0.38300 0.39298
H: -1.29554 1.61105 0.07837
H: -2.73906 -1.12261 0.15964

Atomic forces in eV per Å
0.1 0.5 -0.7
-0.1 -1.7 1.7
3.1 -5.8 3.2
-1.1 7.8 -2.5
1.5 0.4 1.3
-0.1 -4.2 -1.7
0.2 1.6 1.9
1.5 -2.3 -0.3
-3.5 0.5 -1.9
-2.1 -0.7 -0.5
0.6 3.7 -0.5

Results of the Löwdin charge analysis, in e, for atoms 1 through 2: 0.109, -0.382

=====

# 2
ORCA calculation (ωB97M-V/def2-TZVPD) on the molecule C4H3NO3 at a distorted geometry.

- electronic energy (a.u.) = -434.5033
- LUMO level (eV) = 0.57
- orbital gap (eV) = 11.02
- net charge = 0

Geometry (Å):
O: -0.95352 1.11362 -2.13697
C: -0.73261 0.36779 -1.24017
O: -1.43824 0.57854 0.05088
N: -0.97763 0.34310 1.30313
C: 0.24670 -0.04124 1.44666
C: 0.97640 -0.01151 0.12301
O: 1.51539 -0.90367 -0.79663
C: 0.11691 -0.77105 -0.83710
H: 0.62742 -0.24713 2.48966
H: 1.13411 1.10204 -0.09150
H: -0.51494 -1.53049 -0.31097

Atomic forces in eV per Å
0.2 -1.0 0.8
-0.1 0.7 0.2
-1.3 0.9 -1.6
1.2 -0.7 1.2
0.4 -0.5 0.3
-0.6 1.9 0.9
0.2 -0.6 -0.2
-0.7 0.1 0.8
-0.5 0.4 -1.4
0.2 -1.6 -0.2
1.0 0.3 -0.8

Results of the Löwdin charge analysis, in e, for atoms 1 through 2: 0.187, -0.351

=====

# 3
ORCA calculation (ωB97M-V/def2-TZVPD) on a structure of composition C4H3NO3 at a distorted geometry.

- electronic energy (a.u.) = -434.5514
- LUMO level (eV) = -0.25
- orbital gap (eV) = 9.66
- net charge = 0

Geometry (Å):
C: 0.70966 -0.24425 0.92165
C: 1.11950 0.05876 -0.36155
C: -0.04254 0.37199 -1.31524
C: -1.46691 -0.63683 0.12803
H: 2.37264 -0.43850 1.61782
H: 2.00114 0.46805 -0.71488
H: -2.31238 -1.15519 0.22867
N: -1.15302 -0.36380 -1.07714
O: 1.32630 -0.17664 2.17327
O: -0.18732 1.44344 -2.22170
O: -0.62755 -0.47002 1.31981

Atomic forces in eV per Å
-2.0 1.2 2.0
-3.9 0.2 0.1
0.6 6.1 -3.5
4.5 1.4 -0.5
-3.9 1.3 3.5
2.1 0.4 0.2
-3.3 -1.9 1.6
-1.1 -0.1 1.5
5.5 -1.8 -6.0
1.8 -6.8 5.5
-0.2 -0.1 -4.5

Results of the Löwdin charge analysis, in e, for atoms 1 through 2: -0.340, 0.069

=====

# 4
ORCA calculation (ωB97M-V/def2-TZVPD) on a structure of composition C4H3NO3S at a distorted geometry.

- electronic energy (a.u.) = -832.7867
- LUMO level (eV) = 6.41
- orbital gap (eV) = 5.12
- net charge = -2

Geometry (Å):
C: -0.43241 -0.96318 -1.09251
C: 0.48242 -2.95858 0.49651
C: -0.15890 0.10441 1.29386
C: -0.15951 1.52064 -0.58471
N: -0.26874 0.16986 -0.09221
O: -0.23343 -0.51196 -2.21504
O: 1.64416 -2.69815 0.33868
O: 0.14535 1.09978 1.95855
S: -0.63239 -1.49990 1.96676
H: -1.07682 1.99151 -0.59764
H: 0.51263 2.13615 0.10767
H: 0.17764 1.60941 -1.57992

Atomic forces in eV per Å
0.0 0.1 0.6
3.7 -0.4 -1.1
-1.0 -1.3 -0.6
2.6 0.5 1.7
0.5 0.9 0.7
-0.1 -0.2 -1.0
-3.3 -0.5 0.7
0.0 -0.2 0.3
0.1 1.3 0.6
-2.4 1.2 0.3
-0.8 -0.8 -1.0
0.7 -0.5 -1.2

Results of the Löwdin charge analysis, in e, for atoms 1 through 2: -0.345, -0.385

=====

# 5
ORCA calculation (ωB97M-V/def2-TZVPD) on the molecule C4H3NOS at a distorted geometry.

- electronic energy (a.u.) = -682.2091
- LUMO level (eV) = 0.21
- orbital gap (eV) = 9.40
- net charge = 0

Geometry (Å):
C: -0.57758 -0.43402 -0.42264
C: 0.75528 -0.35355 0.41141
C: -0.40936 0.60937 0.31819
C: 1.05772 -1.11232 1.52197
N: 0.68899 -1.87440 2.53153
O: 2.63325 -0.08352 3.40119
S: 2.46325 -1.33083 2.63487
H: -1.23677 -1.14287 -1.02329
H: 1.63851 0.18350 0.05723
H: -0.71702 1.31859 0.98737

Atomic forces in eV per Å
0.0 -0.2 0.1
-0.4 2.1 -2.9
-0.3 -2.9 -0.5
0.5 -3.8 5.5
1.2 2.3 -2.7
0.1 -0.6 0.0
-1.5 0.7 -0.6
1.3 1.3 0.9
0.1 -0.9 -0.7
-1.0 2.0 0.9

Results of the Löwdin charge analysis, in e, for atoms 1 through 2: 0.064, -0.263

=====

# 6
ORCA calculation (ωB97M-V/def2-TZVPD) on the molecule C4H3NOS2 at a distorted geometry.

- electronic energy (a.u.) = -1080.4550
- LUMO level (eV) = -1.65
- orbital gap (eV) = 7.11
- net charge = 0

Geometry (Å):
S: 2.17634 -1.31722 0.06627
C: 1.23860 -0.03939 0.05241
C: 1.65091 1.35355 0.05086
N: 0.62823 2.06257 -0.02341
O: -0.42380 1.32551 -0.09381
C: -0.11305 -0.10124 -0.11094
C: -1.11588 -0.91252 -0.24722
S: -2.80089 -0.40173 0.06767
H: 2.58526 1.74300 -0.11190
H: -0.91211 -1.94725 -0.42057
H: -2.65100 0.86299 0.83302

Atomic forces in eV per Å
1.7 -1.8 0.2
3.2 -1.0 -0.6
-0.4 -2.1 0.0
0.3 2.9 -0.3
-4.2 -1.5 0.3
-1.2 4.9 0.1
-2.3 -0.4 0.7
0.7 1.3 0.7
2.2 0.7 0.3
-0.2 -0.6 0.0
0.3 -2.3 -1.5

Results of the Löwdin charge analysis, in e, for atoms 1 through 2: 0.796, -0.783

=====

# 7
ORCA calculation (ωB97M-V/def2-TZVPD) on the molecule C4H3NS at a distorted geometry.

- electronic energy (a.u.) = -607.0412
- LUMO level (eV) = 0.42
- orbital gap (eV) = 9.68
- net charge = 0

Geometry (Å):
C: 3.34860 -0.85847 -0.01444
C: 2.39056 -0.06161 -0.04009
C: 1.29514 0.96321 -0.02250
N: 0.02588 0.30653 -0.02066
C: -1.11904 0.10731 0.03851
S: -2.66835 -0.29732 -0.00481
H: 4.02811 -1.55450 0.23315
H: 1.58391 1.61021 -0.86501
H: 1.40889 1.65317 1.08444

Atomic forces in eV per Å
-5.8 4.9 -0.4
3.0 -2.4 0.6
1.6 0.4 3.2
2.0 1.2 -0.3
-2.1 -0.6 -0.4
0.7 0.3 0.2
2.1 -2.0 0.4
-1.2 0.1 0.2
-0.3 -2.0 -3.4

Results of the Löwdin charge analysis, in e, for atoms 1 through 2: 0.130, -0.115

=====

# 8
ORCA calculation (ωB97M-V/def2-TZVPD) on a structure of composition C4H3NiO4 at a distorted geometry.

- electronic energy (a.u.) = -1962.5653
- LUMO level (alpha / beta) (eV) = -9.43 / -13.04
- orbital gap (alpha / beta) (eV) = 7.71 / 5.00
- net charge = +2
- 2S+1 = 4

Geometry (Å):
C: -1.14889 -0.25550 2.25625
C: 1.49619 -0.35725 0.76169
O: -0.91412 0.90769 2.29495
O: -0.54410 -1.26877 1.70019
C: 0.38233 -1.10469 0.64969
H: 2.31987 -0.55128 0.07444
H: 1.68725 0.28359 1.62247
H: 0.26577 -1.91324 -0.07222
O: -1.30771 0.91811 -2.46400
Ni: -2.59942 1.40397 -3.66498
C: -0.33738 0.84004 -1.80269
O: 0.70021 1.09733 -1.35578

Atomic forces in eV per Å
-1.1 3.6 2.6
2.2 1.3 0.7
0.0 -1.7 -0.7
2.3 -1.2 -4.1
-2.7 -2.8 2.3
-0.2 0.3 -0.1
-0.1 0.0 -0.1
0.0 0.2 0.0
1.4 -1.6 2.1
-1.6 0.6 -1.5
1.0 2.9 -1.7
-1.1 -1.5 0.5

Results of the Löwdin charge analysis, in e, for atoms 1 through 2: -0.153, 0.285

=====

# 9
ORCA calculation (ωB97M-V/def2-TZVPD) on a cluster of 2 separate species, C4H3O2P in total at a distorted geometry.

- electronic energy (a.u.) = -645.8947
- LUMO level (alpha / beta) (eV) = -0.53 / -0.64
- orbital gap (alpha / beta) (eV) = 8.54 / 7.28
- net charge = 0

Geometry (Å):
C: 0.03462 -1.01033 0.78770
C: -0.98286 -0.57286 0.12522
C: 1.43925 -0.53761 0.68952
C: -0.88890 1.71851 -1.35988
O: 0.26026 1.76254 -1.36259
O: -2.03415 1.76503 -1.41684
P: 2.21064 0.18818 -0.58268
H: -0.03797 -1.79014 1.54816
H: -2.02419 -0.73781 0.00509
H: 2.02329 -0.78550 1.56630

Atomic forces in eV per Å
1.6 -0.1 0.6
-0.3 0.1 -0.4
-0.3 0.0 -0.3
-0.1 0.4 -0.2
0.8 0.3 -0.1
-1.3 -0.1 0.0
0.5 -0.5 0.2
-0.5 -0.1 0.0
-0.6 -0.1 0.0
0.2 0.1 0.2

Results of the Löwdin charge analysis, in e, for atoms 1 through 2: -0.305, 0.101

=====

# 10
ORCA calculation (ωB97M-V/def2-TZVPD) on a structure of composition C4H3O6Pb at a distorted geometry.

- electronic energy (a.u.) = -798.0564
- LUMO level (alpha / beta) (eV) = -6.41 / -6.41
- orbital gap (alpha / beta) (eV) = 5.49 / 5.02
- net charge = +1

Geometry (Å):
O: 1.25854 1.06503 -0.29866
C: 0.26269 0.59491 0.31009
O: -1.29440 -1.25697 0.13003
C: -2.04672 -0.96018 -0.90853
C: 0.07254 -0.87420 0.09050
O: -1.58181 -0.35541 -1.91974
O: -3.27049 -1.27312 -0.86804
H: 0.53790 -1.20537 -0.84851
H: 0.56616 -1.40216 0.91917
Pb: -3.59186 -0.38295 -2.76549
O: 3.10573 1.63542 1.38153
C: 1.89364 1.99167 1.07802
O: 0.94607 1.62162 1.81959
H: 3.14200 0.80172 1.88005

Atomic forces in eV per Å
-1.4 -1.9 -0.9
2.4 1.7 -2.2
-1.4 -0.2 -0.6
1.9 -0.3 2.1
0.4 -0.5 0.3
0.7 0.3 -0.4
-0.7 -0.7 0.9
-0.1 0.3 0.2
-0.3 0.1 -0.2
-1.2 0.6 -1.8
1.0 0.4 -1.2
-1.1 -0.3 2.3
0.0 0.2 0.9
-0.3 0.2 0.3

Results of the Löwdin charge analysis, in e, for atoms 1 through 2: 0.027, -0.012

=====

# 11
ORCA calculation (ωB97M-V/def2-TZVPD) on a structure of composition C4H3O6Sm at a distorted geometry.

- electronic energy (a.u.) = -1262.8086
- LUMO level (alpha / beta) (eV) = -8.45 / -10.94
- orbital gap (alpha / beta) (eV) = 7.73 / 4.34
- net charge = +2
- 2S+1 = 6

Geometry (Å):
O: 1.19854 0.57928 1.14501
C: 0.82245 0.05119 0.12633
O: -1.44413 -0.61106 -0.53049
C: -2.13881 -0.84060 0.56645
C: -0.48954 0.43594 -0.51530
O: -1.93900 -0.18596 1.63127
O: -3.03062 -1.73341 0.52898
H: -0.89082 1.32982 -0.02234
H: -0.28327 0.67811 -1.56613
Sm: -3.94340 -1.51138 2.90749
O: 3.76560 0.87729 -1.15574
C: 3.09235 0.21019 -0.27793
O: 1.95124 -0.21678 -0.80928
H: 3.32943 0.93737 -2.02833

Atomic forces in eV per Å
-0.6 -2.0 -1.1
1.7 3.9 2.2
0.6 0.0 -1.0
-1.5 -0.3 2.3
-1.0 -0.8 -1.0
0.0 0.0 0.2
-0.3 -0.2 0.2
0.4 -0.4 0.2
-0.1 -0.2 0.2
1.3 0.5 -1.9
0.6 -1.3 3.3
-1.1 1.6 -5.3
0.1 -0.8 1.9
-0.2 0.0 -0.2

Results of the Löwdin charge analysis, in e, for atoms 1 through 2: 0.217, -0.206

=====

# 12
ORCA calculation (ωB97M-V/def2-TZVPD) on a structure of composition C4H3PS at a distorted geometry.

- electronic energy (a.u.) = -893.4979
- LUMO level (eV) = -0.92
- orbital gap (eV) = 7.17
- net charge = 0

Geometry (Å):
C: -2.07194 -0.92811 0.80001
C: -0.59019 1.03026 -0.96556
C: 0.79804 -0.45778 0.25725
C: 0.67628 0.81766 -0.48135
P: -0.81502 -1.05170 -0.53739
S: -1.92495 0.70679 0.49293
H: 1.65609 -1.05435 -0.05130
H: 0.74253 -0.42380 1.34781
H: 1.52915 1.36103 -0.86240

Atomic forces in eV per Å
0.2 1.1 -0.1
-1.0 0.6 0.3
0.1 -0.5 0.1
-0.5 -0.7 0.2
0.6 0.5 0.2
0.4 -1.1 -0.6
0.1 -0.1 0.1
0.0 0.0 -0.1
0.2 0.1 -0.1

Results of the Löwdin charge analysis, in e, for atoms 1 through 2: -0.641, -0.435